The following is a quantum chemistry calculation of a single C8H10N2O3 molecule, from the OMol25 dataset.

Output
* Kohn-Sham gap (spin up / spin down): 8.53 / 8.53 eV
* LUMO level (spin up / spin down): 0.1 / 0.1 eV
* HOMO (spin up / spin down): -8.419 / -8.420 eV
* E_tot: -645.88038 hartree
* charge: 0
* structure (SMILES): O=C=C(N=O)[C@@]1(O)[C@@H]2CCCN[C@@H]21

Atoms and positions in Å:
O  -1.516945  -3.631567  -3.134905
C  -0.574563  -3.302277  -2.560828
C  0.525864  -2.808398  -2.031484
N  1.711413  -3.405551  -2.114820
O  2.681915  -2.966090  -1.512150
C  0.248036  -1.810509  -1.039491
O  0.062990  -2.508900  0.133575
C  0.893613  -0.478273  -1.170590
C  1.438492  0.356134  -0.049987
C  0.500206  0.484027  1.159266
C  -0.989512  0.743691  0.803001
N  -1.446375  -0.294060  -0.208960
C  -0.574314  -0.595828  -1.346875
H  -0.788341  -2.204680  0.565962
H  1.432749  -0.293851  -2.159921
H  1.494017  1.378367  -0.499781
H  2.532342  0.027633  0.299356
H  0.352621  -0.496145  1.671022
H  0.697162  1.318060  1.881527
H  -1.567317  0.461413  1.737674
H  -1.110615  1.753787  0.327640
H  -2.478178  -0.213278  -0.490907
H  -1.146254  -0.494332  -2.218780

Forces on atoms 1 to 3 (eV/Å):
0.3 0.2 0.8
-0.7 -1.0 -2.1
-0.4 1.3 0.3